H6IO3 | wB97M-V/def2-TZVPD

Last column: Löwdin charge in e.
Cartesian coordinates (Å):
H1 1.79735 -0.68715 -0.07859  -0.0235
O1 -1.94504 0.43825 2.85370  -0.1569
H2 -1.31846 1.13971 3.14691  0.0346
I1 -0.97676 1.29181 -0.49138  -0.2345
O2 0.89335 -0.71493 -2.84357  -0.1137
O3 1.43783 -0.99138 0.73313  -0.1245
H3 0.51662 -0.69561 0.67527  -0.0913
H4 1.21390 -0.12099 -3.50989  0.0061
H5 -1.90079 0.48793 1.88924  -0.1470
H6 0.28199 -0.14765 -2.37482  -0.1492

## Properties
LUMO	3.51	eV
E_HOMO	-4.39	eV
net charge	-1
2S+1	1
ΔE to the lowest compared entry with this formula, charge and spin	0.142	eV



C39H48BN9ORuSi2 | wB97M-V/def2-TZVPD

Last column: Löwdin charge in e.
Cartesian coordinates (Å):
C1 -1.44445 3.45942 3.91581  -0.0693
C2 2.53879 4.15080 -0.29791  -0.0426
H1 -2.26872 0.56147 1.69578  0.1056
H2 3.25268 -4.69433 2.46135  0.0782
H3 1.06391 -3.46611 -2.85140  0.1312
H4 2.35679 2.56605 -3.29158  0.1211
H5 -5.57729 4.65060 -3.93986  0.1149
H6 4.80836 -3.01372 3.80751  0.0881
C3 -4.04113 2.94665 -1.45559  -0.1218
H7 3.52051 -2.25896 -2.77604  0.1094
H8 0.92563 -4.44312 0.40571  0.1010
H9 -1.70737 5.28406 -2.24574  0.1092
H10 1.74170 -1.61005 5.06669  0.0728
C4 1.33799 -2.47392 -2.53129  -0.0497
C5 0.67879 2.98189 -1.99721  -0.1880
C6 -2.83126 3.64686 -1.40102  -0.3308
H11 -2.89393 -3.23882 -0.23343  0.1190
N1 -1.77098 -0.60818 -2.84977  0.0340
H12 2.96678 0.25699 -1.81626  0.1040
N2 -1.45820 0.68717 -2.56425  -0.0591
H13 4.01427 3.57842 -1.76768  0.1170
B1 -1.13445 -1.77343 -2.04643  -0.6549
H14 -0.51127 -2.49431 2.32269  0.0658
N3 -1.65828 -1.58084 -0.59098  0.0387
N4 0.61031 1.18388 0.64729  -0.2345
Si1 -1.49774 3.13694 -0.23491  0.7504
H15 -3.72858 -1.75513 1.91867  0.1120
H16 -3.98772 3.93168 1.05711  0.0964
H17 4.20943 -2.03624 0.16818  0.0685
H18 5.46199 0.18418 1.98808  0.1028
C7 2.96716 3.54983 -1.49699  -0.0570
H19 -0.03325 2.72179 -2.77293  0.0792
C8 1.74279 -0.96347 4.18106  -0.1326
C9 -2.09156 1.43846 -3.46978  -0.1231
O1 1.19659 1.07078 1.62558  0.0815
H20 -3.45732 5.91503 -3.85303  0.1146
C10 0.23465 3.57576 -0.79152  -0.3105
H21 -1.36357 -6.25040 -2.04865  0.1107
C11 -2.99920 -1.49555 1.17197  -0.0283
C12 1.47437 -3.53700 0.67277  -0.0650
H22 -3.01814 -1.57376 -4.24672  0.1261
H23 2.30317 -4.48432 3.94943  0.0933
H24 -2.01612 2.51193 -3.45738  0.0977
H25 0.90228 4.62083 0.98142  0.1081
C13 2.29773 -0.57058 -1.99516  -0.1281
H26 4.00708 0.59775 2.88797  0.0784
C14 2.24485 -4.56788 2.85965  -0.0607
C15 -1.94910 3.42347 1.54244  -0.2843
H27 1.69123 -5.48530 2.64363  0.1090
C16 -1.37261 -4.94028 -3.87137  -0.0407
H28 -3.07594 3.93927 5.22581  0.1149
C17 -2.59683 -2.25777 0.09132  -0.0404
H29 5.99582 -1.77686 3.42868  0.1101
H30 -4.21229 2.10058 -0.79691  0.1104
C18 -4.80975 4.37001 -3.23073  -0.0536
N5 -1.46360 -3.13616 -2.59599  -0.0207
C19 1.21316 4.14679 0.05876  -0.0938
H31 -1.35146 -5.60387 -4.71778  0.1056
N6 0.40842 -1.60193 -2.10200  0.0137
C20 -3.61783 5.07962 -3.18465  -0.0586
H32 3.92152 0.32594 1.13981  0.0713
C21 2.56975 -1.85209 -2.47924  -0.0382
H33 4.62937 -1.36892 4.45934  0.0882
N7 -1.41118 -4.19589 -1.74064  0.0654
H34 0.00876 -3.27921 3.82639  0.0881
C22 -1.04511 3.27189 2.60276  -0.1249
N8 0.99341 -0.43617 -1.77490  -0.0436
C23 -1.37781 -5.27204 -2.50229  -0.1326
H35 -4.69643 4.22675 3.38183  0.1156
C24 4.92801 -1.94964 3.58400  -0.0650
Si2 2.44463 -1.91748 2.77898  1.0186
H36 5.78228 -2.06568 0.96733  0.1031
C25 1.48415 -3.38737 2.20017  -0.6269
C26 -3.67243 3.95208 3.16692  -0.0553
C27 -3.26735 3.77704 1.85052  -0.0825
C28 4.72275 -2.30255 1.09216  -0.0708
C29 -2.76332 3.79219 4.20060  -0.0577
H37 -1.37417 -2.89234 -4.72006  0.1228
H38 2.30679 -0.06255 4.41455  0.0493
C30 4.18449 -1.51516 2.28827  -0.6308
H39 3.26495 4.64089 0.33827  0.1195
H40 -0.72651 3.35939 4.71961  0.1094
C31 -2.63377 4.72107 -2.27310  -0.0978
H41 -0.46905 -4.24944 2.43700  0.1045
H42 0.69941 -0.70741 3.98501  0.0504
N9 -1.46357 -0.38189 0.00574  -0.0926
C32 4.38955 -0.00998 2.06656  -0.0761
C33 -5.02461 3.30653 -2.36188  -0.0616
H43 -5.95683 2.75829 -2.39658  0.1144
C34 2.04981 2.98205 -2.34037  -0.0722
C35 -2.61269 -0.64216 -3.89349  -0.0346
C36 -1.41025 -3.57339 -3.88656  -0.0924
H44 4.64713 -3.38155 1.23190  0.0797
C37 -2.26377 -0.32033 1.07249  -0.1181
C38 -2.83455 0.64523 -4.33213  -0.0049
H45 -3.45631 0.96673 -5.14813  0.1152
H46 -0.00757 3.03017 2.41345  0.0665
H47 2.47519 -3.61424 0.24897  0.0711
C39 0.04845 -3.33527 2.73720  -0.0749
Ru1 -0.26847 1.08405 -0.80280  1.1897
H48 0.95805 -2.70426 0.18994  0.0650

## Properties
LUMO	-6.22	eV
E_HOMO	-13.31	eV
net charge	+2
2S+1	1
ΔE to the lowest compared entry with this formula, charge and spin	0.000	eV



C12H30O12S2 | wB97M-V/def2-TZVPD

Last column: Löwdin charge in e.
Cartesian coordinates (Å):
C1 -2.73961 2.29315 3.53286  -0.2969
H1 6.82240 1.23954 -1.41297  0.1182
C2 -2.23826 4.59964 -1.72089  -0.1818
C3 5.67800 0.26379 -2.86751  -0.2144
H2 -5.56221 -3.72455 -4.19376  0.0864
H3 -1.34624 2.44942 2.10986  0.0889
H4 -3.39660 4.27627 3.28244  0.1250
C4 4.29544 -0.46691 -2.85219  -0.1802
O1 -4.14947 3.53815 -2.46418  -0.1815
H5 -4.40140 3.21036 4.25628  0.1244
C5 -2.83142 3.71839 -2.76783  -0.2220
H6 -1.36724 4.23558 -1.17602  0.1369
H7 -1.99727 5.53069 -2.23389  0.1268
H8 1.92990 -5.79565 3.48971  0.1155
S1 -4.73529 4.68285 -1.56172  0.7805
C6 2.92038 -6.24290 3.57334  -0.2473
H9 6.16471 -0.38957 -0.98463  0.1152
C7 -3.97407 -1.96439 -2.07780  -0.2093
H10 4.60875 1.05050 0.39959  0.1058
H11 -1.77423 4.10428 5.11002  0.0896
H12 -2.97716 -1.52806 -2.01541  0.1092
H13 5.68810 1.18765 -3.44585  0.1098
C8 5.94694 0.59019 -1.40977  -0.2568
H14 3.65416 -7.69801 4.45917  0.0765
S2 3.45330 -0.02338 -1.22492  0.7247
O2 2.93450 -7.11142 4.70335  -0.0734
H15 3.19884 -6.78848 2.67174  0.1198
O3 5.23497 -5.67480 4.02331  -0.0795
H16 4.46543 -1.54124 -2.92296  0.0959
H17 -2.78854 4.22103 -3.73407  0.1390
H18 -3.77672 -2.96470 -3.95984  0.1090
H19 -3.49848 -2.86676 -1.69356  0.0927
O4 -4.95579 -1.62475 -1.06392  -0.0701
O5 -5.81612 4.16741 -0.67963  -0.2481
H20 6.51034 -0.32537 -3.25249  0.1148
C9 -4.51563 -2.27752 -3.54766  -0.2347
C10 -3.37269 3.51224 4.05949  -0.2718
O6 -5.72873 -2.98502 -3.60473  -0.0584
H21 -2.55102 1.48033 4.23419  0.1262
H22 3.57100 -4.36382 4.61333  0.1218
O7 3.65441 -1.15895 -0.34073  -0.3430
O8 -5.02959 5.94077 -2.40499  -0.2948
O9 -2.69048 3.84359 5.22899  -0.0454
O10 -3.27673 4.90732 -0.78543  -0.1995
H23 3.65014 -0.21979 -3.69516  0.0899
H24 -4.51100 -1.36176 -4.13883  0.1064
O11 2.15767 0.70766 -1.31684  -0.3669
C11 4.73556 1.14297 -0.67906  -0.2173
H25 5.38242 -5.39324 4.92916  0.0720
H26 3.91673 -4.59555 2.89350  0.1048
H27 -2.28809 2.77419 -2.73063  0.1416
H28 -3.38617 1.86035 2.76948  0.1211
O12 -1.50054 2.65436 3.03495  -0.0584
H29 4.44449 2.14138 -1.00547  0.1037
H30 -5.73238 -2.14838 -1.27447  0.0692
C12 3.89059 -5.08906 3.86502  -0.2099

## Properties
LUMO	0.08	eV
SMILES	O=S1(=O)CCCC1.O=S1(=O)OCCO1.OCCO.OCCO.OCCO
E_HOMO	-9.81	eV
2S+1	1
ΔE to the lowest compared entry with this formula, charge and spin	0.000	eV



C3H9NP | wB97M-V/def2-TZVPD

Last column: Löwdin charge in e.
Cartesian coordinates (Å):
H1 0.84284 -0.67885 -1.47053  0.0918
H2 1.30833 0.66797 1.01441  0.1677
N1 0.99110 0.64234 0.05419  -0.0249
C1 -0.75015 -1.33041 0.44745  -0.2225
H3 -1.07725 -2.24955 0.01952  0.0352
H4 1.56793 1.15419 -0.57486  0.1641
C2 0.93748 -0.72629 -0.42593  -0.0360
H5 -0.51498 2.26624 -0.18037  0.0634
H6 -0.44733 1.35331 1.35598  0.1120
H7 -0.74142 -1.33199 1.50660  0.0383
C3 -0.39669 1.30567 0.21025  -0.3148
H8 1.64409 -1.38888 -0.11823  0.0715
P1 -1.78200 0.07815 -0.21471  0.9037
H9 -1.58195 0.23809 -1.62377  -0.0494

## Properties
LUMO	-3.53	eV
E_HOMO	-13.53	eV
net charge	+1
2S+1	1
ΔE to the lowest compared entry with this formula, charge and spin	1.425	eV



C24H54O15S6 | wB97M-V/def2-TZVPD

Last column: Löwdin charge in e.
Cartesian coordinates (Å):
O1 -2.22649 4.95762 -4.52308  -0.5464
C1 -2.17043 -2.08970 -5.21700  -0.5181
O2 -0.52102 -2.41797 3.51892  0.0258
H1 2.38441 -2.91223 0.80274  0.0242
O3 0.75274 2.93807 5.46674  0.0695
H2 -4.02993 4.17757 -2.41132  0.0582
H3 0.61866 -0.98325 0.67351  0.0505
H4 1.67397 -4.57019 0.81310  0.0504
H5 2.39116 4.62183 -2.08947  0.0528
H6 1.34985 -3.99020 -4.08547  0.0816
O4 -6.49761 0.05091 1.74439  -0.5521
H7 -2.65370 4.11442 -1.39826  0.0373
C2 -1.65446 0.71045 0.36745  -0.2404
C3 2.33277 -3.87424 0.29170  -0.2648
C4 0.48636 -3.92610 -4.74559  -0.0016
H8 -2.00715 -0.22234 -0.07462  0.0547
H9 -4.44874 -1.59855 0.51956  0.0188
O5 -1.39177 3.07248 4.72862  0.0429
O6 -0.82811 -0.43979 4.30248  0.0730
H10 0.69843 -3.32301 -5.63180  0.0934
C5 4.19663 -5.58693 -0.72345  -0.2692
O7 5.05258 1.38796 0.11769  -0.5827
H11 -4.92197 -0.65110 -0.67472  0.0404
H12 -3.28976 2.60407 -1.97144  0.0241
H13 4.18424 -5.08613 -1.68951  0.0591
H14 -2.44195 -2.57956 2.90174  0.1246
H15 0.21331 -4.86345 -5.22950  0.0849
H16 -2.71716 0.86599 3.92113  0.0785
H17 -1.56712 0.55012 1.44242  0.0214
H18 1.82614 2.89502 2.27558  0.0832
H19 1.45332 3.02823 -1.96094  0.0072
H20 -1.80494 1.89858 -5.09841  0.0421
H21 1.32491 0.59393 1.44626  0.0065
H22 -7.80180 -1.20512 -1.49481  0.0563
O8 -1.32372 -1.15629 -4.73648  0.0470
H23 -3.48964 2.59033 -5.05136  0.0631
S1 4.03900 -4.39561 0.61556  0.8264
C6 1.11784 -0.02079 0.57218  -0.2067
C7 0.80337 3.41886 4.08899  -0.3013
C8 -2.62880 2.25539 -4.47744  -0.2497
H24 -2.34959 -1.15912 5.52936  0.1594
C9 7.13586 1.12102 1.76890  -0.2442
C10 -7.78240 -0.54697 -0.62884  -0.2657
S2 -0.02562 1.16802 -0.29592  0.8346
C11 -3.09555 3.63172 -2.27317  -0.2721
H25 -3.16825 -0.24771 2.76992  0.0678
S3 -1.94593 3.75245 -3.68817  0.8121
H26 -2.34371 1.51627 0.12309  0.0428
H27 0.65448 -1.44898 -4.19372  0.1342
C12 -3.10889 -0.15145 3.85567  -0.0083
H28 4.74105 0.19155 3.40967  0.0382
H29 2.95935 3.16588 3.61910  0.0885
C13 2.39089 3.53864 -2.18814  -0.2661
H30 -0.79172 2.24707 3.13628  0.1193
H31 -5.34643 -2.42316 -0.82762  0.0556
H32 5.11834 -6.12086 -0.49965  0.0454
H33 -0.65412 -1.30311 -2.90714  0.1049
C14 -1.91707 -2.45917 3.85188  -0.0755
S4 -6.79194 -1.07530 0.81706  0.8047
H34 5.32326 -1.01652 2.29488  0.0442
C15 -0.59168 2.92055 5.82272  -0.5211
H35 7.64244 1.98596 1.34886  0.0516
C16 -0.63915 -3.21607 -3.96449  -0.3501
H36 3.08872 3.12603 -1.45590  0.0493
H37 2.12076 1.00972 -4.25054  0.0228
S5 5.32954 1.33564 1.60273  0.7950
C17 4.62568 -0.18616 2.38942  -0.2264
O9 -1.01759 2.73389 6.92004  0.1600
H38 2.03800 -0.21244 0.02142  0.0605
H39 -8.80666 -0.35307 -0.30982  0.0442
O10 4.93121 -3.21650 0.32216  -0.5588
H40 -0.82495 -3.38999 -2.90196  0.1496
H41 2.86538 0.94463 -2.72693  0.0320
C18 -0.33078 -1.75029 -3.84510  -0.0817
H42 -4.04639 -0.13584 4.40747  0.1021
C19 1.97562 2.78958 3.35834  -0.0135
C20 -0.59381 3.22876 3.57480  -0.1015
H43 1.90532 1.70228 3.25482  0.0621
C21 3.03388 1.32239 -3.73657  -0.2420
H44 3.92607 0.86147 -4.15011  0.0562
H45 7.40969 0.92451 2.80397  0.0510
H46 3.34985 -6.26806 -0.63241  0.0507
O11 -1.86010 -3.29960 -4.63749  0.0736
O12 -3.09260 -1.95346 -5.99004  0.1406
C22 0.10731 -1.20022 3.74925  -0.5475
H47 7.31913 0.25933 1.12499  0.0528
H48 -0.82112 4.11981 2.99218  0.1456
S6 2.90707 3.15427 -3.87344  0.8350
H49 1.92132 -3.77989 -0.71321  0.0510
O13 4.32999 3.64271 -3.90303  -0.5787
H50 3.56998 -0.34600 2.19637  0.0203
H51 1.09236 4.45513 4.27880  0.1550
H52 -2.68284 1.43899 -3.75993  0.0386
O14 0.02324 0.72704 -1.74520  -0.5762
C23 -5.28977 -1.55511 -0.17810  -0.2540
O15 1.27593 -1.03888 3.61028  0.1522
C24 -2.12255 -1.09742 4.46475  -0.2732
H53 -7.41186 0.44111 -0.91140  0.0523
H54 -2.14205 -3.34440 4.44279  0.1360

## Properties
LUMO	-0.39	eV
E_HOMO	-8.34	eV
2S+1	1
ΔE to the lowest compared entry with this formula, charge and spin	3.025	eV



no.,HOMO-LUMO gap (Eh),E (Eh)
1,0.290,-527.1264
2,0.260,-2781.2973
3,0.363,-2174.2581
4,0.368,-515.4659
5,0.292,-4464.3145